(1)
C40H56As2I2N2O9S3SbTi | ωB97M-V/def2-TZVPD

Geometry (Å):
Ti1 -1.3718 0.2005 0.6569
I1 1.4932 7.1980 1.1017
C1 0.6173 5.3810 0.5423
C2 -0.6798 5.3669 0.0526
C3 -1.2519 4.1542 -0.2979
I2 -3.2105 4.0621 -1.0043
C4 -0.5549 2.9533 -0.1717
O1 -1.0733 1.7838 -0.4455
C5 0.7514 3.0009 0.3248
C6 1.4539 1.6796 0.4763
N1 0.7645 0.7975 1.4572
C7 0.7939 1.4130 2.7909
C8 -0.4760 2.1890 3.0058
C9 -0.5609 3.1999 3.9526
C10 -1.7647 3.8618 4.1223
C11 -2.8440 3.4981 3.3325
C12 -2.6727 2.4834 2.4063
N2 -1.5126 1.8424 2.2489
C13 1.3349 4.2044 0.6799
H1 -1.2431 6.2827 -0.0515
H2 1.4832 1.1324 -0.4664
H3 2.4885 1.8502 0.8024
H4 1.2527 -0.0958 1.4801
H5 0.8535 0.6226 3.5382
H6 1.6673 2.0635 2.9128
H7 0.3136 3.4608 4.5338
H8 -1.8549 4.6579 4.8495
H9 -3.8010 3.9927 3.4139
H10 -3.4752 2.1805 1.7501
H11 2.3449 4.2214 1.0688
S1 -1.0418 -3.3032 -2.2818
C14 -1.1456 -1.8484 -1.5048
S2 0.0253 -1.3458 -0.2980
S3 -2.2460 -0.5725 -1.5983
C15 2.4664 -2.5783 -3.8083
C16 3.8342 -1.9217 -3.6330
C17 4.5259 -1.8475 -4.9931
C18 4.6778 -2.7833 -2.6916
Sb1 3.4629 -0.0549 -2.5116
C19 5.4143 1.0125 -2.5599
C20 5.1929 2.5107 -2.3847
C21 6.3084 0.7920 -3.7720
C22 6.1351 0.4905 -1.3126
C23 2.1100 1.0910 -3.8438
C24 0.7190 0.5086 -3.5867
C25 2.4436 1.0162 -5.3278
C26 2.0621 2.5561 -3.4128
H12 2.6095 -3.6144 -4.1386
H13 1.8681 -2.0791 -4.5678
H14 1.8784 -2.6108 -2.8891
H15 4.4926 -2.8439 -5.4516
H16 5.5705 -1.5668 -4.9172
H17 4.0408 -1.1599 -5.6785
H18 4.8027 -3.7820 -3.1268
H19 4.2009 -2.9042 -1.7174
H20 5.6744 -2.3664 -2.5355
H21 4.8866 2.9844 -3.3116
H22 6.1366 2.9777 -2.0760
H23 4.4462 2.7410 -1.6224
H24 5.8062 1.0260 -4.7111
H25 6.6681 -0.2329 -3.8225
H26 7.1914 1.4397 -3.6943
H27 5.5770 0.7166 -0.4026
H28 7.1207 0.9653 -1.2297
H29 6.2874 -0.5881 -1.3447
H30 0.6314 -0.5472 -3.8282
H31 -0.0136 1.0464 -4.2004
H32 0.4078 0.6330 -2.5500
H33 2.3257 0.0068 -5.7166
H34 3.4590 1.3549 -5.5479
H35 1.7495 1.6592 -5.8827
H36 1.9214 2.6712 -2.3381
H37 1.1994 3.0290 -3.8979
H38 2.9447 3.1144 -3.7036
C27 -3.8276 -5.8418 1.7964
O2 -2.7222 -6.1383 2.6598
C28 -2.3592 -5.2262 3.5815
O3 -1.5958 -5.5327 4.4570
C29 -2.8161 -3.7976 3.3769
C30 -3.7440 -3.2861 4.1862
As1 -4.4621 -1.4474 4.1852
C31 -6.1368 -2.0470 3.3353
C32 -3.4619 -0.8169 2.6635
C33 -1.9625 -1.0469 2.5043
As2 -1.8888 -2.9218 1.8447
C34 -0.1318 -3.6532 2.3292
C35 -1.1483 -0.8515 3.7198
O4 -0.0112 -1.2409 3.9201
O5 -1.7997 -0.1086 4.6582
C36 -1.1016 0.0860 5.8808
C37 -4.0127 -0.1949 1.6146
O6 -3.2510 0.2381 0.6306
O7 -5.3342 0.1002 1.5023
C38 -5.7956 0.2020 0.1504
C39 -4.4161 -4.1999 5.1559
O8 -4.6844 -5.3594 4.9506
O9 -4.7530 -3.5648 6.2958
C40 -5.4816 -4.3339 7.2502
H39 -4.0423 -6.7721 1.2756
H40 -3.5699 -5.0705 1.0690
H41 -4.6928 -5.5412 2.3858
H42 -6.6153 -2.7467 4.0222
H43 -5.9284 -2.5452 2.3893
H44 -6.7955 -1.1977 3.1713
H45 0.0170 -3.6846 3.4035
H46 0.6348 -3.0471 1.8508
H47 -0.0928 -4.6600 1.9069
H48 -1.6673 0.8397 6.4233
H49 -0.0786 0.4278 5.7131
H50 -1.0648 -0.8414 6.4536
H51 -5.3961 1.0909 -0.3367
H52 -6.8801 0.2597 0.2106
H53 -5.4963 -0.6738 -0.4265
H54 -6.1095 -5.0744 6.7573
H55 -6.0824 -3.6201 7.8089
H56 -4.7939 -4.8490 7.9218

Atoms 1-6, force components in eV/Å:
Ti -0.184 0.770 -0.625
I -0.024 -0.033 -0.013
C -0.053 0.182 -0.004
C 0.064 -0.049 -0.006
C -0.232 0.154 -0.120
I 0.018 0.035 0.002

## Properties
**Molecular weight**: 1378.4 g/mol
**LUMO**: 1.713 eV
**Relative energy (zero: lowest compared OMol25 entry of this formula, charge and spin)**: 3.1 kcal/mol
**Net charge**: -1
**E_HOMO**: -4.9 eV
**Kohn-Sham gap**: 6.6 eV

Löwdin atomic charge list, values in e, 8 entries: number 1, Ti, carries 0.66; number 2, I, carries 0.81; number 3, C, carries -0.74; number 4, C, carries -0.22; number 5, C, carries -0.62; number 6, I, carries 0.95; number 7, C, carries -0.44; number 8, O, carries -0.29

***

(2)
C40H56BN7O7S2Tl | ωB97M-V/def2-TZVPD

Geometry (Å):
Tl1 -0.4101 -0.0045 -0.3840
C1 -2.7712 -4.4740 2.0118
C2 -1.8615 -3.3053 2.1045
C3 -0.9529 -2.9233 3.1133
C4 -0.3063 -1.8427 2.6479
N1 -0.7470 -1.5372 1.3927
N2 -1.7528 -2.4363 1.1446
B1 -2.3262 -2.5262 -0.3409
N3 -2.7737 -1.0271 -0.7093
N4 -3.0550 -0.9771 -2.0044
C5 -3.9841 -0.0926 -2.1883
C6 -4.3518 0.5110 -0.9413
C7 -3.6249 -0.2109 -0.0085
C8 -3.9279 -0.1701 1.4443
C9 -4.5804 0.1696 -3.5462
C10 -3.7048 -0.4297 -4.6957
C11 -4.6635 1.7442 -3.7945
C12 -5.9613 -0.3490 -3.4752
N5 -1.2217 -2.9368 -1.2590
N6 -0.0120 -2.3387 -1.2455
C13 0.7255 -3.0397 -2.1011
C14 0.0056 -4.0840 -2.6675
C15 -1.2096 -3.9871 -2.0812
C16 -2.4077 -4.9329 -2.2431
C17 2.2146 -2.7311 -2.3314
C18 2.7909 -3.8765 -3.1852
C19 2.4100 -1.4774 -3.1437
C20 2.9988 -2.7240 -1.0009
C21 0.8329 -1.1009 3.3777
C22 2.1567 -1.5849 2.8768
C23 0.7871 0.3586 3.0512
C24 0.7876 -1.2254 4.8851
H1 -2.5266 -5.1333 2.7890
H2 -3.7835 -4.1551 2.2255
H3 -2.7614 -4.9201 1.0190
H4 -0.7752 -3.5067 4.0006
H5 -3.2439 -3.2480 -0.3463
H6 -5.1727 1.2373 -0.7797
H7 -4.3865 0.8032 1.6713
H8 -4.7117 -0.9071 1.7386
H9 -3.0845 -0.3228 2.1093
H10 -2.6957 0.0156 -4.5908
H11 -3.5668 -1.4727 -4.5637
H12 -4.0427 -0.2562 -5.7489
H13 -3.6544 2.1519 -3.8246
H14 -5.1668 1.9943 -4.7511
H15 -5.2044 2.1759 -3.0013
H16 -5.9010 -1.4303 -3.4764
H17 -6.4337 -0.0604 -2.5393
H18 -6.5317 -0.0001 -4.3203
H19 0.3395 -4.8056 -3.3863
H20 -2.4580 -5.2955 -3.3179
H21 -2.3730 -5.7955 -1.5768
H22 -3.2780 -4.3737 -2.1033
H23 2.4143 -3.8510 -4.2262
H24 3.8670 -3.7462 -3.2296
H25 2.5871 -4.8709 -2.7797
H26 1.7597 -1.4034 -3.9967
H27 2.3893 -0.5702 -2.5391
H28 3.4156 -1.5068 -3.5458
H29 3.0261 -3.7055 -0.5155
H30 4.0669 -2.4718 -1.2249
H31 2.5699 -1.9329 -0.3648
H32 2.1787 -1.5379 1.7546
H33 2.9513 -0.8831 3.0620
H34 2.3670 -2.5688 3.3219
H35 1.1065 0.6466 2.0143
H36 -0.1821 0.7573 3.1863
H37 1.4820 0.8930 3.7010
H38 0.8087 -2.2759 5.2992
H39 1.6802 -0.6264 5.2232
H40 -0.0806 -0.7314 5.3210
C25 0.3186 8.0662 2.9472
C26 -0.1635 6.7296 2.3727
C27 -1.5260 6.5774 2.1544
C28 -1.9865 5.3535 1.6799
C29 -1.0968 4.3224 1.3822
C30 0.2952 4.4450 1.6157
C31 0.7054 5.6775 2.1610
S1 -1.8509 2.7371 0.8862
O1 -3.1142 3.1125 0.3293
O2 -1.7675 1.8717 2.0132
N7 -0.8352 2.1099 -0.1419
C32 -0.6062 2.8565 -1.4100
C33 -0.7489 1.8710 -2.5662
O3 -0.9902 2.3561 -3.6567
O4 -0.4736 0.5979 -2.4296
H41 -0.5598 8.6633 3.2352
H42 0.9430 8.6521 2.2246
H43 0.9746 7.8501 3.7938
H44 -2.1727 7.3760 2.4433
H45 -3.0457 5.1971 1.5391
H46 0.9595 3.6511 1.3341
H47 1.7755 5.8191 2.4028
H48 0.3940 3.3281 -1.3944
H49 -1.4526 3.6119 -1.5796
C34 8.2425 -0.3781 1.8079
C35 6.8862 0.1695 1.3073
C36 6.3820 -0.2601 0.1161
C37 5.0588 0.0997 -0.2600
C38 4.3201 0.9476 0.5129
C39 4.8588 1.3898 1.7348
C40 6.1303 1.0415 2.1208
S2 2.7142 1.5203 -0.0198
O5 2.4286 2.4720 1.0058
O6 2.8888 2.0009 -1.3350
O7 1.8634 0.2928 -0.0639
H50 8.8506 -0.7534 0.9812
H51 8.1131 -1.1202 2.5445
H52 8.7952 0.4929 2.1978
H53 6.9403 -0.8288 -0.5731
H54 4.6563 -0.2212 -1.2113
H55 4.3166 2.1018 2.3520
H56 6.4805 1.4529 3.0552

Atoms 1-6, force components in eV/Å:
Tl 0.177 -0.694 0.699
C -0.483 1.079 -0.454
C 0.486 -0.351 1.205
C -1.597 -2.422 0.190
C 1.738 2.135 -0.606
N -0.434 0.072 1.137

## Properties
**Molecular weight**: 1026.3 g/mol
**LUMO (alpha / beta)**: 2.287 / 2.288 eV
**Net charge**: -1
**E_HOMO (alpha / beta)**: -6.0 / -6.0 eV
**Kohn-Sham gap (alpha / beta)**: 8.3 / 8.3 eV

Löwdin atomic charge list, values in e, 8 entries: number 1, Tl, carries 1.08; number 2, C, carries 0.00; number 3, C, carries -0.27; number 4, C, carries 0.03; number 5, C, carries -0.20; number 6, N, carries 0.09; number 7, N, carries 0.03; number 8, B, carries -0.48